Computed, not measured: one molecule with the formula C6H13O3PS2 in a non-equilibrium geometry, with ωB97M-V/def2-TZVPD.

The LUMO energy comes out at -0.2 eV. The value obtained for the HOMO energy is -0.3164 hartree. As for the energy above the lowest of the compared OMol25 structures with the same formula, charge and spin: 0.000 eV. The calculation puts the HOMO-LUMO gap at 8.4 eV. The total energy comes out at -43534.9364 eV.

Last column: Löwdin charge in e.
Atoms and positions in Å:
C1 1.415 3.945 -0.112  -0.129
C2 1.603 2.434 -0.347  -0.567
S1 0.131 1.573 -0.894  0.908
C3 0.907 0.070 -1.432  -1.124
S2 2.521 -0.134 -1.523  0.738
C4 -0.042 -1.035 -1.758  -0.292
P1 -0.270 -2.144 -0.196  0.586
O1 -0.015 -3.584 -0.300  -0.250
O2 0.632 -1.308 0.945  -0.292
C5 -0.115 -0.475 1.815  -0.156
O3 -1.795 -1.705 0.110  -0.307
C6 -2.736 -2.657 0.595  -0.086
H1 2.352 4.360 0.124  0.053
H2 1.057 4.400 -1.024  0.069
H3 0.769 4.033 0.760  0.073
H4 1.707 1.872 0.592  0.060
H5 2.378 2.079 -1.073  0.001
H6 -1.072 -0.574 -2.017  0.105
H7 0.225 -1.798 -2.543  0.104
H8 0.652 0.159 2.376  0.114
H9 -0.695 -1.181 2.577  0.132
H10 -0.730 0.168 1.335  -0.003
H11 -3.088 -2.404 1.591  0.085
H12 -2.284 -3.624 0.596  0.066
H13 -3.508 -2.470 -0.195  0.112

---

Computed, not measured: one molecule with the formula C6H13O6P in a non-equilibrium geometry, with ωB97M-V/def2-TZVPD.

The LUMO energy (alpha / beta) comes out at 0.3 / -0.1 eV. The value obtained for the HOMO energy (alpha / beta) is -0.2850 / -0.2422 hartree. As for the energy above the lowest of the compared OMol25 structures with the same formula, charge and spin: 5.599 eV. The calculation puts the HOMO-LUMO gap (alpha / beta) at 8.1 / 6.4 eV. The total energy comes out at -27999.6985 eV.

Last column: Löwdin charge in e.
Atoms and positions in Å:
C1 -0.015 -1.349 0.529  -0.339
C2 -0.955 -0.592 -0.292  -0.287
C3 1.432 -1.298 -0.003  -0.261
C4 -0.937 0.879 0.034  -0.240
C5 1.385 1.464 0.370  -0.619
C6 -2.029 1.551 -0.759  -0.211
O1 0.327 1.477 -0.368  -0.040
O2 -0.437 -2.726 0.644  0.007
O3 -2.378 -0.921 -0.080  -0.010
O4 1.546 -1.760 -1.306  -0.057
O5 1.216 1.558 1.701  0.034
O6 -3.307 1.614 -0.115  -0.039
P1 2.833 0.768 -0.492  0.891
H1 -0.098 -0.863 1.625  0.190
H2 -0.618 -0.942 -1.387  0.212
H3 2.191 -1.641 0.777  0.133
H4 -1.326 1.119 1.142  0.205
H5 -2.004 1.089 -1.813  0.155
H6 -1.918 2.611 -1.060  0.138
H7 -0.592 -3.059 -0.210  0.071
H8 -2.335 -1.330 0.773  0.091
H9 2.464 -1.737 -1.552  0.060
H10 0.422 1.223 2.129  0.088
H11 -3.430 0.687 -0.047  0.033
H12 3.677 0.719 0.644  -0.064
H13 3.498 1.955 -0.623  -0.140

---

Computed, not measured: a 2-piece molecular cluster, C6H13PS overall in a non-equilibrium geometry, with ωB97M-V/def2-TZVPD.

The LUMO energy comes out at 0.9 eV. The value obtained for the HOMO energy is -0.2897 hartree. As for the energy above the lowest of the compared OMol25 structures with the same formula, charge and spin: 1.584 eV. The calculation puts the HOMO-LUMO gap at 8.7 eV. The total energy comes out at -26554.1182 eV.

Last column: Löwdin charge in e.
Atoms and positions in Å:
C1 -1.675 -1.953 1.197  -0.089
C2 -2.274 -0.934 0.581  -0.426
P1 -1.717 0.560 -0.211  0.866
C3 -2.576 0.967 -1.752  -0.320
C4 -0.062 0.221 -0.910  -0.297
C5 0.986 0.403 -0.122  -0.244
C6 2.388 0.508 -0.669  -0.127
H1 -2.245 -2.640 1.844  0.052
H2 -0.621 -2.139 1.272  0.033
H3 -3.435 -1.007 0.629  0.088
H4 -1.839 1.676 -2.096  0.018
H5 -2.621 0.277 -2.576  0.035
H6 -3.525 1.471 -1.627  0.031
H7 -0.121 0.087 -1.962  0.064
H8 1.010 0.669 0.933  0.093
H9 2.499 1.475 -1.251  0.092
H10 2.623 -0.244 -1.457  0.087
H11 3.165 0.688 0.133  0.040
S1 3.707 -0.520 2.800  0.536
H12 3.041 0.396 3.526  -0.198
H13 3.295 0.039 1.717  -0.334

---

Computed, not measured: one molecule with the formula C6H14 in a non-equilibrium geometry, with ωB97M-V/def2-TZVPD.

The LUMO energy comes out at 1.2 eV. The value obtained for the HOMO energy is -0.3977 hartree. As for the energy above the lowest of the compared OMol25 structures with the same formula, charge and spin: 0.437 eV. The calculation puts the HOMO-LUMO gap at 12.0 eV. The total energy comes out at -6448.9723 eV.

Last column: Löwdin charge in e.
Atoms and positions in Å:
C1 1.979 0.822 0.756  -0.121
C2 1.114 1.399 -0.339  -0.253
C3 -0.342 0.908 -0.330  -0.213
C4 -0.599 -0.507 0.123  -0.454
C5 -2.038 -0.710 0.602  -0.083
C6 -0.198 -1.562 -0.949  -0.058
H1 1.546 0.916 1.762  0.081
H2 2.094 -0.252 0.606  0.066
H3 2.979 1.252 0.800  0.070
H4 1.554 1.149 -1.299  0.096
H5 1.052 2.494 -0.288  0.105
H6 -0.781 0.980 -1.325  0.116
H7 -0.970 1.569 0.281  0.108
H8 0.038 -0.765 0.974  0.107
H9 -2.370 0.095 1.272  0.077
H10 -2.104 -1.597 1.226  0.072
H11 -2.720 -0.870 -0.229  0.072
H12 0.469 -1.080 -1.665  0.069
H13 0.373 -2.348 -0.473  0.071
H14 -1.076 -1.893 -1.504  0.072

---

Computed, not measured: a 2-piece molecular cluster, C6H14 overall, with ωB97M-V/def2-TZVPD.

The LUMO energy comes out at 1.3 eV. The value obtained for the HOMO energy is -0.3534 hartree. As for the energy above the lowest of the compared OMol25 structures with the same formula, charge and spin: 1.650 eV. The calculation puts the HOMO-LUMO gap at 10.9 eV. The total energy comes out at -6447.7593 eV.

Last column: Löwdin charge in e.
Atoms and positions in Å:
C1 2.652 0.396 0.153  -0.029
C2 1.520 -0.162 0.575  -0.207
C3 0.236 0.572 0.853  -0.205
C4 -1.028 -0.228 0.503  -0.456
C5 -2.277 0.501 0.998  -0.092
C6 -1.121 -0.516 -0.996  -0.083
H1 2.721 1.464 -0.048  0.060
H2 3.557 -0.188 0.011  0.052
H3 1.507 -1.236 0.774  0.107
H4 0.231 1.530 0.315  0.122
H5 0.198 0.818 1.925  0.119
H6 -0.964 -1.192 1.032  0.133
H7 -3.183 -0.086 0.804  0.076
H8 -2.226 0.693 2.076  0.075
H9 -2.390 1.468 0.490  0.082
H10 -1.995 -1.139 -1.222  0.077
H11 -1.221 0.417 -1.565  0.085
H12 -0.231 -1.036 -1.368  0.045
H13 1.953 -1.203 -2.983  0.035
H14 2.061 -0.873 -2.326  0.005

---

Computed, not measured: one molecule with the formula C6H14 in a non-equilibrium geometry, with ωB97M-V/def2-TZVPD.

The LUMO energy comes out at 1.2 eV. The value obtained for the HOMO energy is -0.3935 hartree. As for the energy above the lowest of the compared OMol25 structures with the same formula, charge and spin: 0.380 eV. The calculation puts the HOMO-LUMO gap at 11.9 eV. The total energy comes out at -6449.0289 eV.

Last column: Löwdin charge in e.
Atoms and positions in Å:
C1 -2.687 -0.162 0.861  -0.120
C2 -1.531 0.340 -0.004  -0.273
C3 -0.148 0.098 0.595  -0.217
C4 1.037 0.371 -0.342  -0.431
C5 2.329 0.271 0.461  -0.093
C6 1.090 -0.549 -1.624  -0.089
H1 -2.581 -1.230 1.084  0.071
H2 -3.645 -0.023 0.348  0.068
H3 -2.749 0.365 1.820  0.071
H4 -1.579 -0.152 -0.983  0.100
H5 -1.656 1.415 -0.186  0.111
H6 -0.058 -0.956 0.909  0.120
H7 -0.053 0.690 1.522  0.117
H8 0.931 1.270 -0.953  0.122
H9 3.221 0.582 -0.092  0.075
H10 2.289 0.856 1.390  0.074
H11 2.448 -0.783 0.746  0.083
H12 2.084 -0.520 -2.098  0.073
H13 0.877 -1.582 -1.365  0.067
H14 0.383 -0.284 -2.433  0.072

---

Computed, not measured: C6H14 as an isolated structure in a non-equilibrium geometry, with ωB97M-V/def2-TZVPD.

The LUMO energy comes out at 1.2 eV. The value obtained for the HOMO energy is -0.3179 hartree. As for the energy above the lowest of the compared OMol25 structures with the same formula, charge and spin: 2.675 eV. The calculation puts the HOMO-LUMO gap at 9.8 eV. The total energy comes out at -6446.7336 eV.

Last column: Löwdin charge in e.
Atoms and positions in Å:
C1 2.795 0.267 -0.243  -0.117
C2 1.390 -0.252 -0.539  -0.274
C3 0.311 0.452 0.278  -0.207
C4 -1.138 0.102 -0.003  -0.523
C5 -2.110 0.459 1.094  -0.077
C6 -1.583 -0.257 -1.209  -0.023
H1 2.882 1.332 -0.484  0.072
H2 3.557 -0.265 -0.823  0.070
H3 3.044 0.147 0.817  0.072
H4 1.184 -0.127 -1.606  0.099
H5 1.341 -1.325 -0.325  0.103
H6 0.325 1.525 0.054  0.129
H7 0.554 0.354 1.348  0.118
H8 -0.784 -1.798 0.873  0.097
H9 -3.076 -0.040 0.976  0.081
H10 -1.760 0.288 2.120  0.080
H11 -2.277 1.533 0.967  0.089
H12 -2.644 -0.428 -1.382  0.072
H13 -0.909 -0.467 -2.035  0.063
H14 -1.062 -1.615 0.156  0.076

---

Computed, not measured: a 2-piece molecular cluster, C6H14 overall, with ωB97M-V/def2-TZVPD.

The LUMO energy comes out at 1.3 eV. The value obtained for the HOMO energy is -0.3497 hartree. As for the energy above the lowest of the compared OMol25 structures with the same formula, charge and spin: 1.808 eV. The calculation puts the HOMO-LUMO gap at 10.8 eV. The total energy comes out at -6447.6009 eV.

Last column: Löwdin charge in e.
Atoms and positions in Å:
C1 -1.696 2.005 1.160  -0.036
C2 -0.767 1.462 0.377  -0.232
C3 0.039 0.239 0.751  -0.211
C4 1.028 -0.272 -0.308  -0.453
C5 2.057 -1.191 0.352  -0.094
C6 0.344 -1.001 -1.466  -0.100
H1 -1.947 1.567 2.126  0.064
H2 -2.251 2.892 0.867  0.053
H3 -0.563 1.918 -0.594  0.104
H4 -0.640 -0.581 1.029  0.118
H5 0.603 0.483 1.661  0.116
H6 1.562 0.598 -0.720  0.133
H7 2.801 -1.539 -0.374  0.076
H8 2.585 -0.673 1.160  0.075
H9 1.568 -2.075 0.780  0.083
H10 1.089 -1.393 -2.169  0.075
H11 -0.238 -1.855 -1.095  0.078
H12 -0.335 -0.350 -2.026  0.061
H13 -2.668 0.199 -0.566  0.039
H14 -2.569 -0.433 -0.945  0.052

---

Computed, not measured: one molecule with the formula C6H14BNO4 in a non-equilibrium geometry, with ωB97M-V/def2-TZVPD.

The LUMO energy comes out at -0.5 eV. The value obtained for the HOMO energy is -0.3088 hartree. As for the energy above the lowest of the compared OMol25 structures with the same formula, charge and spin: 2.475 eV. The calculation puts the HOMO-LUMO gap at 7.9 eV. The total energy comes out at -16806.3852 eV.

Last column: Löwdin charge in e.
Atoms and positions in Å:
N1 -1.243 -0.254 -2.508  0.224
C1 -1.497 0.569 -1.367  -0.270
C2 -0.338 0.479 -0.372  -0.159
C3 -0.723 0.274 1.125  -0.178
C4 0.494 0.433 2.091  -0.230
C5 1.366 -0.754 2.204  -0.137
B1 1.772 -1.561 0.833  -0.651
O1 0.847 -2.471 0.406  0.148
O2 2.957 -1.196 0.189  0.135
C6 -1.583 2.091 -1.769  -0.728
O3 -0.503 2.719 -1.785  -0.031
O4 -2.688 2.480 -2.088  0.007
H1 -2.116 -0.110 -3.022  0.182
H2 -0.954 -1.231 -2.313  0.186
H3 -0.536 0.283 -3.000  0.177
H4 -2.476 0.408 -0.806  0.176
H5 0.302 1.356 -0.378  0.109
H6 0.292 -0.363 -0.657  0.085
H7 -1.457 0.999 1.515  0.111
H8 -1.329 -0.712 1.256  0.140
H9 0.172 0.824 3.085  0.120
H10 1.094 1.264 1.633  0.127
H11 2.364 -0.572 2.724  0.117
H12 0.952 -1.550 2.824  0.099
H13 1.194 -2.713 -0.493  0.128
H14 3.635 -0.693 0.672  0.113

---

Computed, not measured: a 2-piece molecular cluster, C6H14BrPS overall in a non-equilibrium geometry, with ωB97M-V/def2-TZVPD.

The LUMO energy (alpha / beta) comes out at -0.6 / -3.9 eV. The value obtained for the HOMO energy (alpha / beta) is -0.3289 / -0.2634 hartree. As for the energy above the lowest of the compared OMol25 structures with the same formula, charge and spin: 3.128 eV. The calculation puts the HOMO-LUMO gap (alpha / beta) at 8.3 / 3.3 eV. The total energy comes out at -96612.7287 eV.

Last column: Löwdin charge in e.
Atoms and positions in Å:
C1 0.215 1.849 -2.224  -0.167
C2 1.502 0.017 -1.223  -0.151
C3 -0.543 -1.766 1.056  -0.154
C4 -1.300 0.194 2.574  -0.153
C5 0.675 1.210 -0.953  -0.602
C6 -0.397 -0.231 1.405  -0.572
P1 -0.890 0.689 -0.131  0.525
S1 -2.594 0.085 -0.823  0.229
Br1 2.321 -4.060 -0.798  0.049
H1 -0.340 2.842 -2.027  0.108
H2 1.101 2.128 -2.893  0.110
H3 -0.436 1.220 -2.714  0.019
H4 1.419 -0.880 -0.527  0.053
H5 2.599 0.238 -1.298  0.096
H6 1.354 -0.303 -2.273  0.088
H7 -1.202 -2.084 1.850  0.059
H8 -1.003 -1.901 0.057  0.026
H9 0.451 -2.261 1.141  0.044
H10 -2.404 -0.039 2.475  0.090
H11 -1.370 1.282 2.332  0.050
H12 -1.012 0.138 3.619  0.068
H13 1.196 1.773 -0.243  0.090
H14 0.658 -0.139 1.617  0.094

---

Computed, not measured: an isolated ion of composition C6H14Cl3N2 and charge +1 in a non-equilibrium geometry, with ωB97M-V/def2-TZVPD.

The LUMO energy comes out at -3.0 eV. The value obtained for the HOMO energy is -0.4688 hartree. As for the net charge: +1. As for the energy above the lowest of the compared OMol25 structures with the same formula, charge and spin: 0.000 eV. The calculation puts the HOMO-LUMO gap at 9.7 eV. The total energy comes out at -46987.6881 eV.

Last column: Löwdin charge in e.
Atoms and positions in Å:
C1 -1.687 0.124 -1.630  -0.062
N1 -1.223 -0.410 -0.413  -0.310
C2 -1.436 -1.863 -0.271  -0.094
C3 -0.749 0.461 0.533  -0.344
N2 0.868 0.315 0.834  -0.142
C4 1.415 1.410 1.690  -0.001
C5 1.601 0.275 -0.401  -0.038
C6 -1.537 0.290 1.916  -1.368
Cl1 -3.205 -0.472 1.639  0.637
Cl2 -0.765 -0.828 3.039  0.667
Cl3 -1.619 1.910 2.699  0.657
H1 -0.725 0.435 -2.144  0.102
H2 -2.380 -0.596 -2.169  0.134
H3 -2.113 1.132 -1.500  0.100
H4 -1.035 -2.270 0.664  0.065
H5 -2.538 -2.186 -0.155  0.086
H6 -1.101 -2.268 -1.217  0.088
H7 -0.929 1.398 0.192  0.104
H8 0.897 -0.691 1.255  0.167
H9 1.922 1.018 2.516  0.093
H10 2.139 1.947 1.073  0.115
H11 0.648 2.002 2.058  0.008
H12 1.321 1.154 -0.889  0.091
H13 2.673 0.032 -0.258  0.139
H14 1.219 -0.438 -1.136  0.105

---

Computed, not measured: C6H14ClI2NO3PRh as an isolated structure in a non-equilibrium geometry, with ωB97M-V/def2-TZVPD.

As for the expectation value of S²: 6.020. Its multiplicity is 5. The LUMO energy (alpha / beta) comes out at -6.9 / -11.4 eV. The value obtained for the HOMO energy (alpha / beta) is -0.6052 / -0.5896 hartree. As for the net charge: +2. As for the energy above the lowest of the compared OMol25 structures with the same formula, charge and spin: 0.337 eV. The calculation puts the HOMO-LUMO gap (alpha / beta) at 9.6 / 4.7 eV. The total energy comes out at -55083.8397 eV.

Last column: Mulliken spin population.
Atoms and positions in Å:
I1 -2.166 -2.828 -0.856  1.038
I2 -1.618 2.923 -0.447  1.076
Rh1 0.388 -0.066 0.026  1.214
P1 -0.004 0.006 -2.080  -0.069
C1 -1.678 0.032 -2.758  0.037
C2 0.871 1.471 -2.726  0.016
H1 1.958 -1.325 -2.311  -0.001
H2 1.050 -1.178 -3.850  0.001
H3 0.429 -2.310 -2.569  -0.008
C3 0.960 -1.370 -2.774  0.012
H4 1.895 1.460 -2.322  -0.010
H5 0.908 1.363 -3.818  0.004
H6 -1.579 0.028 -3.852  0.002
H7 -2.204 0.930 -2.397  -0.006
H8 0.321 2.383 -2.443  0.004
H9 -2.206 -0.896 -2.442  0.024
C4 -1.456 -0.036 0.241  -0.036
O1 -2.510 0.090 0.719  0.012
Cl1 2.752 -0.037 -0.044  0.674
N1 0.184 0.884 4.138  0.000
C5 0.501 -0.580 4.143  0.002
C6 0.499 -0.914 2.667  -0.001
O2 0.450 -2.053 2.218  0.025
O3 0.521 0.206 1.976  -0.010
H10 1.053 1.378 3.937  -0.001
H11 -0.153 1.187 5.048  0.001
H12 -0.407 1.139 3.309  0.000
H13 1.499 -0.745 4.574  -0.001
H14 -0.257 -1.139 4.693  0.000